Formula: C22H27N3O7SbTi
Source: OMol25
Level of theory: ωB97M-V with the def2-TZVPD basis set

Atoms and positions in Å:
Ti: -0.131 1.286 -0.122
O: -3.416 3.508 -1.266
C: -2.297 3.018 -0.810
O: -1.950 1.856 -0.968
C: -1.484 4.013 -0.011
O: -0.218 3.473 0.356
C: 0.906 4.040 -0.389
C: 1.071 3.326 -1.721
O: 1.406 3.922 -2.704
O: 0.797 2.025 -1.628
H: -3.900 2.827 -1.763
H: -2.052 4.234 0.894
H: -1.378 4.937 -0.578
H: 1.786 3.869 0.225
H: 0.768 5.104 -0.555
O: -0.267 -1.097 6.593
N: 0.604 -1.575 5.899
O: 1.415 -2.390 6.267
C: 0.779 -1.019 4.513
C: 1.995 -1.191 3.998
C: 2.326 -0.639 2.709
C: 3.601 -0.699 2.177
C: 3.865 -0.064 0.969
C: 2.839 0.590 0.322
N: 1.582 0.648 0.791
C: 1.325 0.040 2.001
C: 0.011 0.137 2.521
N: -0.923 0.762 1.696
C: -2.177 0.919 2.209
C: -2.534 0.492 3.450
C: -1.607 -0.151 4.278
C: -0.309 -0.336 3.815
H: 2.743 -1.721 4.573
H: 4.382 -1.228 2.712
H: 4.851 -0.072 0.527
H: 3.004 1.083 -0.628
H: -2.907 1.380 1.557
H: -3.548 0.648 3.789
H: -1.899 -0.488 5.255
C: -0.480 -1.387 -4.714
C: -0.157 -0.393 -3.603
Sb: -0.474 -1.078 -1.612
C: -2.411 -1.922 -1.766
C: -2.485 -3.271 -2.484
C: 0.783 -2.776 -1.670
C: 2.206 -2.413 -2.092
H: -0.120 -1.021 -5.677
H: -1.553 -1.549 -4.813
H: -0.015 -2.362 -4.550
H: -0.738 0.526 -3.696
H: 0.887 -0.078 -3.626
H: -3.015 -1.160 -2.262
H: -2.790 -2.014 -0.747
H: -2.103 -3.222 -3.501
H: -3.517 -3.622 -2.540
H: -1.917 -4.038 -1.957
H: 0.332 -3.486 -2.362
H: 0.765 -3.228 -0.677
H: 2.232 -1.946 -3.077
H: 2.835 -3.304 -2.141
H: 2.677 -1.724 -1.388

## Properties
- HOMO (alpha / beta): -8.892 / -11.756 eV
- Total charge: +1
- LUMO energy (alpha / beta): -3.6 / -3.7 eV
- Spin multiplicity: 3
- Gap between HOMO and LUMO (alpha / beta): 5.3 / 8.1 eV
- Energy relative to the best compared isomer or geometry (same formula, charge and spin): 0.0 kcal per mole



Formula: C22H27N7O2
Source: OMol25
Level of theory: ωB97M-V with the def2-TZVPD basis set

Atoms and positions in Å:
C: 1.256 -3.801 1.043
O: 0.281 -2.803 0.886
C: 0.412 -1.653 1.617
C: 1.433 -1.404 2.524
C: 1.435 -0.194 3.197
C: 0.470 0.763 2.975
C: -0.570 0.527 2.062
N: -1.567 1.439 1.831
C: -1.723 2.658 2.583
C: -1.130 3.847 1.812
N: -1.472 3.788 0.394
C: -0.334 3.705 -0.503
C: 0.587 2.528 -0.297
N: 1.563 2.667 0.583
C: 2.377 1.608 0.696
N: 3.434 1.731 1.523
N: 2.258 0.480 0.009
C: 1.208 0.429 -0.816
N: 1.073 -0.734 -1.485
C: 0.064 -1.185 -2.324
C: -0.995 -0.401 -2.756
C: -1.970 -0.933 -3.584
C: -1.892 -2.249 -3.991
C: -0.830 -3.043 -3.582
C: 0.152 -2.525 -2.756
O: 1.249 -3.221 -2.312
C: 1.382 -4.565 -2.695
N: 0.356 1.440 -1.014
C: -2.566 2.884 0.122
C: -2.323 1.435 0.595
C: -0.581 -0.706 1.405
H: 1.291 -4.174 2.073
H: 0.959 -4.612 0.380
H: 2.250 -3.443 0.754
H: 2.216 -2.121 2.712
H: 2.224 0.011 3.908
H: 0.544 1.702 3.499
H: -1.260 2.564 3.564
H: -2.797 2.814 2.743
H: -1.518 4.786 2.229
H: -0.042 3.843 1.915
H: -0.716 3.672 -1.526
H: 0.253 4.618 -0.366
H: 3.937 0.894 1.754
H: 3.426 2.498 2.172
H: 1.759 -1.435 -1.239
H: -1.037 0.627 -2.439
H: -2.791 -0.311 -3.909
H: -2.650 -2.670 -4.634
H: -0.782 -4.067 -3.918
H: 0.542 -5.171 -2.341
H: 2.302 -4.916 -2.229
H: 1.470 -4.667 -3.782
H: -3.451 3.298 0.616
H: -2.756 2.882 -0.952
H: -1.756 0.904 -0.170
H: -3.289 0.926 0.733
H: -1.364 -0.966 0.711

## Properties
- HOMO: -7.345 eV
- LUMO energy: 0.7 eV
- Spin multiplicity: 1
- Gap between HOMO and LUMO: 8.1 eV
- SMILES: COc1cccc(N2CCN(Cc3nc(N)nc(Nc4ccccc4OC)n3)CC2)c1
- Energy relative to the best compared isomer or geometry (same formula, charge and spin): 39.9 kcal per mole



no.,maximum force (hartree/bohr)
1,0.02895
2,0.01408